DFT (ωB97M-V/def2-TZVPD) results for C33H36BIrN9OSi as an isolated structure in a non-equilibrium geometry.

Geometry as ORCA input:
```
! RIJCOSX wB97M-V def2-TZVPD def2/J DEFGRID3
* xyz 2 2
Ir -0.043 0.427 -0.614
Si -0.134 -1.664 -1.725
O 0.270 -0.825 1.351
N -1.771 1.027 0.521
N 1.167 1.925 1.567
N 1.587 1.207 0.510
N -0.123 2.606 -0.939
N -0.205 3.404 0.153
N -0.188 3.575 2.790
N -0.010 -2.028 1.794
N -0.377 2.909 3.955
N -1.475 1.831 1.563
C 0.024 2.766 -3.393
C 0.739 -4.138 2.572
C 3.535 -2.554 -3.594
C 3.218 -4.098 -1.761
C -0.158 4.702 -1.644
C -3.056 0.684 0.573
C 2.296 -1.991 -3.338
C -0.390 3.408 6.368
C -3.706 -0.128 -0.495
C 1.979 -3.539 -1.498
C -3.616 1.279 1.706
C -1.085 -1.666 -4.512
C -2.703 -3.258 -5.307
C -1.946 -3.405 -3.034
C 0.066 4.887 3.045
C -0.088 3.363 -2.033
C -2.744 -3.876 -4.054
C -0.571 -4.521 2.830
C -1.127 -2.276 -3.245
C 0.993 -2.893 2.043
C 1.529 -2.463 -2.270
C 0.045 5.065 4.399
C -0.236 4.679 -0.266
C 2.193 2.050 2.423
C 3.282 1.366 1.912
C 3.992 -3.607 -2.809
C -1.591 -3.627 2.538
C -1.888 -2.141 -5.526
C -2.594 2.006 2.287
C -0.245 3.782 4.937
C -1.288 -2.385 2.027
C 3.581 0.037 -0.332
C 2.853 0.839 0.691
B -0.179 2.715 1.546
H 0.541 2.973 6.738
H -2.613 2.628 3.161
H -3.600 0.376 -1.457
H -3.381 -4.731 -3.873
H 2.110 2.617 3.333
H 1.571 -4.794 2.783
H -0.447 -0.813 -4.704
H -1.970 -3.896 -2.071
H 0.897 2.113 -3.442
H 3.560 -4.930 -1.160
H 1.937 -1.191 -3.974
H 4.945 -4.069 -3.034
H -0.786 -5.485 3.269
H 0.127 3.551 -4.137
H 1.372 -3.934 -0.694
H -1.872 -1.656 -6.492
H -2.626 -3.880 2.719
H -3.255 -1.119 -0.580
H 4.134 -2.183 -4.414
H -2.027 -1.626 1.813
H 3.271 0.339 -1.334
H -0.331 5.502 0.417
H -3.285 -3.667 -6.122
H -0.864 2.177 -3.630
H -1.173 2.665 6.502
H 1.986 -2.523 1.834
H -0.574 -2.707 -0.731
H 4.654 0.180 -0.233
H -0.157 5.563 -2.288
H 0.261 5.603 2.267
H 4.254 1.266 2.360
H 3.364 -1.028 -0.219
H -4.634 1.192 2.043
H -4.767 -0.240 -0.284
H -0.604 4.288 6.971
H 0.169 5.983 4.947
*
```

E_LUMO (spin up / spin down), eV: -8.685 / -8.512
HOMO (spin up / spin down), eV: -13.64 / -13.63
Expectation value of S²: 0.756
Strongest force on any atom, eV/Å: 5.02
Energy relative to the best compared isomer or geometry (same formula, charge and spin), kcal per mole: 57.9
Kohn-Sham gap (spin up / spin down), eV: 4.9558 / 5.1215